a | The following is a quantum chemistry calculation of a cluster of 2 separate species, C4H8O2 in total, from the Open Molecules 2025 dataset.

Each line ends with the Mulliken charge.
Element x y z (Å)
O (1.978, 0.481, 0.900)  -0.5125
C (1.528, -0.548, 0.448)  0.0598
C (0.929, -0.690, -0.928)  -0.4271
C (-0.509, -0.627, -0.484)  -0.4400
C (-1.224, 0.499, -0.431)  -0.2446
O (-2.387, 0.659, 0.241)  -0.4637
H (1.381, -1.435, 1.099)  0.3283
H (1.234, 0.144, -1.569)  0.2857
H (1.181, -1.644, -1.404)  0.2857
H (-0.885, -1.508, 0.034)  0.2613
H (-0.943, 1.408, -0.956)  0.5006
H (-2.494, -0.087, 0.847)  0.3019
H (-0.255, 1.740, 1.043)  0.1195
H (0.467, 1.608, 1.162)  -0.0549

Calculated values
SMILES string ... O=CC/C=C/O.[H][H]
Frontier orbital gap ... 9.727 eV
M ... 88.1 u
Spin multiplicity ... 1
Charge ... 0

---

b | The following is a quantum chemistry calculation of a cluster of 2 separate species, C4H8O2 in total, from the Open Molecules 2025 dataset.

Each line ends with the Mulliken charge.
Element x y z (Å)
C (1.408, 0.634, 0.186)  -1.2328
C (0.749, -0.674, -0.167)  0.4193
O (0.102, -1.316, 0.979)  -0.1857
C (-1.150, -1.163, 0.567)  -0.3887
C (-0.662, -0.601, -0.796)  -0.1489
O (-1.122, 0.565, -1.398)  -0.5312
H (0.721, 1.301, 0.720)  0.2761
H (2.287, 0.474, 0.815)  0.3610
H (1.724, 1.131, -0.737)  0.2990
H (1.454, -1.379, -0.617)  0.3207
H (-1.611, 0.947, 1.328)  -0.0464
H (-1.873, 0.227, 1.372)  0.1617
H (-0.822, -1.406, -1.522)  0.3222
H (-1.204, 1.259, -0.731)  0.3737

Calculated values
Frontier orbital gap ... 9.325 eV
M ... 88.1 u
Spin multiplicity ... 1
Charge ... 0

---

c | The following is a quantum chemistry calculation of an isolated molecule of C4H8O2, from the Open Molecules 2025 dataset.

Each line ends with the Mulliken charge.
Element x y z (Å)
C (1.071, -1.699, -0.972)  -1.2607
C (0.157, -0.544, -0.622)  -0.1633
O (0.622, 0.069, 0.567)  -0.3374
C (-0.373, 0.775, 1.253)  -0.2825
C (-0.941, 2.006, 0.581)  0.0776
O (-1.548, 2.839, 1.210)  -0.4709
H (1.031, -2.469, -0.196)  0.3068
H (2.105, -1.355, -1.065)  0.3065
H (0.761, -2.142, -1.924)  0.3693
H (0.133, 0.192, -1.439)  0.2399
H (-0.875, -0.903, -0.473)  0.3399
H (0.019, 1.047, 2.238)  0.3247
H (-1.285, 0.155, 1.370)  0.2770
H (-0.880, 2.032, -0.528)  0.2733

Calculated values
SMILES string ... CCOCC=O
Frontier orbital gap ... 10.455 eV
M ... 88.1 u
Spin multiplicity ... 1
Charge ... 0

---

Energetically preferred structure: c | next structure: +1.479 eV

---

a | The following is a quantum chemistry calculation of an isolated molecule of C4H8O2, from the Open Molecules 2025 dataset.

Each line ends with the Mulliken charge.
Element x y z (Å)
C (0.997, 0.697, 0.222)  -0.4121
C (1.103, -0.743, -0.150)  -0.4570
O (-0.292, -1.487, -0.273)  -0.4168
C (-1.435, -0.883, 0.291)  -0.1024
O (-1.262, 0.517, 0.593)  -0.4136
C (-0.361, 1.184, -0.281)  -0.4029
H (1.099, 0.960, 1.287)  0.2887
H (1.971, 0.901, -0.287)  0.2667
H (1.330, -0.825, -1.204)  0.3125
H (1.934, -1.186, 0.453)  0.2882
H (-1.714, -1.338, 1.255)  0.2300
H (-2.323, -0.952, -0.381)  0.2283
H (-0.518, 2.266, -0.194)  0.2975
H (-0.530, 0.889, -1.329)  0.2929

Calculated values
SMILES string ... C1COCOC1
Frontier orbital gap ... 10.449 eV
M ... 88.1 u
Spin multiplicity ... 1
Charge ... 0

---

b | The following is a quantum chemistry calculation of an isolated molecule of C4H8O2, from the Open Molecules 2025 dataset.

Each line ends with the Mulliken charge.
Element x y z (Å)
O (2.112, -0.730, 0.087)  -0.5032
C (1.202, 0.156, -0.551)  -1.0093
C (-0.127, 0.413, 0.232)  1.0455
O (0.054, 1.375, 1.218)  -0.5620
C (-1.100, -0.731, 0.442)  -0.6860
C (-1.380, 0.387, -0.537)  -0.6542
H (1.513, -1.541, 0.191)  0.3565
H (1.088, -0.224, -1.578)  0.3145
H (1.804, 1.060, -0.614)  0.3486
H (0.865, 1.104, 1.675)  0.3302
H (-1.667, -0.778, 1.371)  0.2759
H (-0.907, -1.706, 0.002)  0.2721
H (-1.288, 0.129, -1.649)  0.1843
H (-2.171, 1.086, -0.289)  0.2872

Calculated values
SMILES string ... OCC1(O)CC1
Frontier orbital gap ... 10.700 eV
M ... 88.1 u
Spin multiplicity ... 1
Charge ... 0

---

c | The following is a quantum chemistry calculation of a cluster of 2 separate species, C4H8O2 in total, from the Open Molecules 2025 dataset.

Each line ends with the Mulliken charge.
Element x y z (Å)
C (-0.647, -0.926, 0.492)  -0.3895
C (-1.117, 0.380, -0.090)  -0.1218
O (-0.187, 1.359, -0.518)  -0.3882
C (0.926, 1.364, 0.342)  -0.4229
C (1.590, 0.012, 0.271)  -0.3651
O (0.642, -1.039, 0.638)  -0.1235
H (-1.975, -2.601, -0.924)  -0.2062
H (-2.274, -2.902, -1.538)  0.2072
H (-1.742, 0.120, -0.952)  0.2788
H (-1.803, 0.795, 0.672)  0.3074
H (0.627, 1.588, 1.379)  0.3148
H (1.608, 2.150, 0.004)  0.3299
H (2.422, -0.097, 0.969)  0.3018
H (1.930, -0.204, -0.746)  0.2773

Calculated values
Frontier orbital gap ... 9.245 eV
M ... 88.1 u
Spin multiplicity ... 1
Charge ... 0

---

d | The following is a quantum chemistry calculation of a cluster of 2 separate species, C4H8O2 in total, from the Open Molecules 2025 dataset.

Each line ends with the Mulliken charge.
Element x y z (Å)
C (1.170, -0.691, 1.108)  -0.9561
C (0.331, 0.277, 1.468)  0.1312
O (-0.972, 0.146, 1.798)  -0.4410
H (0.808, -1.700, 0.940)  0.2695
H (2.207, -0.476, 0.908)  0.3333
H (0.625, 1.313, 1.570)  0.3693
H (-1.187, -0.795, 1.811)  0.2926
C (-1.300, 0.790, -1.182)  -0.7458
C (-0.092, 0.333, -1.469)  0.0346
O (0.133, -0.983, -1.743)  -0.5087
H (-2.143, 0.117, -1.075)  0.2587
H (-1.452, 1.836, -0.977)  0.2849
H (0.784, 0.981, -1.525)  0.3171
H (1.072, -1.153, -1.617)  0.3603

Calculated values
SMILES string ... C=CO.C=CO
Frontier orbital gap ... 9.703 eV
M ... 88.1 u
Spin multiplicity ... 1
Charge ... 0

---

Energetically preferred structure: b | next structure: +0.356 eV

---

a | The following is a quantum chemistry calculation of a cluster of 2 separate species, C4H8O2 in total, from the Open Molecules 2025 dataset.

Each line ends with the Mulliken charge.
Element x y z (Å)
C (-2.198, -2.333, -0.480)  -0.6704
C (-1.203, -1.433, -0.486)  -0.0380
C (-0.139, -1.379, -1.593)  -0.9094
H (-2.690, -2.500, 0.476)  0.2701
H (-2.365, -2.903, -1.383)  0.2525
H (-1.483, -0.423, -0.155)  0.2230
H (-0.058, -2.371, -2.036)  0.3258
H (-0.273, -0.505, -2.226)  0.2708
H (0.818, -1.097, -1.142)  0.2766
O (2.372, 2.523, 2.915)  -0.4457
C (2.231, 3.234, 1.965)  0.2202
O (1.279, 2.919, 1.017)  -0.4076
H (3.051, 3.873, 1.606)  0.3137
H (0.660, 2.395, 1.523)  0.3183

Calculated values
SMILES string ... C=CC.O=CO
Frontier orbital gap ... 9.731 eV
M ... 88.1 u
Spin multiplicity ... 1
Charge ... 0

---

b | The following is a quantum chemistry calculation of an isolated molecule of C4H8O2, from the Open Molecules 2025 dataset.

Each line ends with the Mulliken charge.
Element x y z (Å)
C (2.129, -0.025, -0.222)  -1.1503
C (0.652, 0.267, -0.183)  0.7769
O (0.363, 1.448, -0.306)  -0.6341
C (-0.454, -0.760, -0.063)  -0.5059
C (-1.699, -0.087, 0.534)  -0.4686
O (-2.218, 0.913, -0.304)  -0.5479
H (2.444, -1.016, -0.566)  0.3197
H (2.450, 0.797, -0.861)  0.3441
H (2.582, 0.167, 0.757)  0.2771
H (-0.686, -1.100, -1.084)  0.2535
H (-0.149, -1.646, 0.509)  0.3358
H (-1.428, 0.315, 1.525)  0.2861
H (-2.497, -0.819, 0.680)  0.3337
H (-1.489, 1.547, -0.416)  0.3799

Calculated values
SMILES string ... CC(=O)CCO
Frontier orbital gap ... 10.759 eV
M ... 88.1 u
Spin multiplicity ... 1
Charge ... 0

---

Energetically preferred structure: b | next structure: +1.776 eV

---

a | The following is a quantum chemistry calculation of an isolated molecule of C4H8O2, from the Open Molecules 2025 dataset.

Each line ends with the Mulliken charge.
Element x y z (Å)
C (-1.636, -1.212, 1.045)  -0.7299
C (-0.343, -0.949, 0.973)  0.0474
O (0.038, 0.350, 1.074)  -0.3817
C (1.055, 0.830, 0.222)  -0.4786
C (0.798, 0.514, -1.256)  -0.3257
O (-0.392, 1.043, -1.791)  -0.5055
H (-2.349, -0.397, 1.162)  0.2515
H (-1.938, -2.239, 1.125)  0.2623
H (0.427, -1.729, 0.963)  0.3457
H (0.981, 1.899, 0.411)  0.2698
H (2.035, 0.464, 0.562)  0.3264
H (0.898, -0.575, -1.432)  0.2675
H (1.598, 0.978, -1.845)  0.3324
H (-1.170, 1.023, -1.213)  0.3185

Calculated values
SMILES string ... C=COCCO
Frontier orbital gap ... 10.296 eV
M ... 88.1 u
Spin multiplicity ... 1
Charge ... 0

---

b | The following is a quantum chemistry calculation of a cluster of 2 separate species, C4H8O2 in total, from the Open Molecules 2025 dataset.

Each line ends with the Mulliken charge.
Element x y z (Å)
O (-0.178, -1.334, -1.724)  -0.4573
C (-0.418, -1.285, -0.413)  0.3399
C (-1.274, -1.149, 0.546)  -0.6564
C (0.183, -1.408, 0.937)  -0.3762
H (0.771, -1.466, -1.854)  0.3492
H (-2.276, -1.048, 0.928)  0.3790
H (0.476, -2.395, 1.312)  0.2350
H (0.775, -0.585, 1.352)  0.1998
C (0.547, 1.919, -0.396)  -0.4691
O (-0.176, 1.837, 0.810)  -0.5262
H (1.137, 1.010, -0.596)  0.1508
H (1.242, 2.757, -0.300)  0.2659
H (-0.101, 2.103, -1.266)  0.2355
H (-0.806, 1.108, 0.713)  0.3300

Calculated values
SMILES string ... OC1=CC1.CO
Frontier orbital gap ... 9.746 eV
M ... 88.1 u
Spin multiplicity ... 1
Charge ... 0

---

Energetically preferred structure: a | next structure: +1.736 eV

---

a | The following is a quantum chemistry calculation of an isolated molecule of C4H8O2, from the Open Molecules 2025 dataset.

Each line ends with the Mulliken charge.
Element x y z (Å)
C (1.484, -0.050, -0.510)  -1.1358
C (0.513, -0.223, 0.684)  0.0359
C (-0.603, 0.768, 0.895)  -0.1447
O (-0.578, 1.617, -0.389)  -0.6609
C (-0.874, -0.630, 0.493)  -0.1754
O (-1.543, -0.545, -0.749)  -0.6367
H (1.707, -1.062, -1.042)  0.2235
H (0.942, 0.810, -1.046)  0.2902
H (2.514, 0.255, -0.380)  0.3765
H (0.801, -0.832, 1.557)  0.3541
H (-0.818, 1.309, 1.856)  0.3136
H (-1.151, 1.132, -1.087)  0.4443
H (-1.336, -1.344, 1.130)  0.3613
H (-1.058, -1.205, -1.413)  0.3541

Calculated values
SMILES string ... C[C@H]1[C@@H](O)[C@H]1O
Frontier orbital gap ... 10.246 eV
M ... 88.1 u
Spin multiplicity ... 1
Charge ... 0

---

b | The following is a quantum chemistry calculation of an isolated molecule of C4H8O2, from the Open Molecules 2025 dataset.

Each line ends with the Mulliken charge.
Element x y z (Å)
C (-1.856, -0.259, 0.565)  -1.2151
C (-0.335, -0.057, 0.539)  0.3165
C (0.365, -0.862, -0.484)  -0.7418
O (1.724, -0.566, -0.376)  -0.4321
C (1.728, 0.885, -0.386)  -0.1696
O (0.394, 1.324, -0.275)  -0.4989
H (-2.202, -0.672, 1.530)  0.3279
H (-2.347, 0.701, 0.435)  0.2909
H (-2.221, -0.951, -0.213)  0.3188
H (0.096, 0.142, 1.510)  0.4287
H (0.132, -1.892, -0.744)  0.4137
H (-0.065, -0.195, -1.243)  0.4556
H (2.338, 1.226, 0.464)  0.2433
H (2.248, 1.175, -1.323)  0.2620

Calculated values
SMILES string ... C[C@H]1COCO1
Frontier orbital gap ... 10.240 eV
M ... 88.1 u
Spin multiplicity ... 1
Charge ... 0

---

Energetically preferred structure: b | next structure: +0.255 eV

---

a | The following is a quantum chemistry calculation of an isolated molecule of C4H8O2, from the Open Molecules 2025 dataset.

Each line ends with the Mulliken charge.
Element x y z (Å)
C (-0.878, 0.380, -1.132)  -1.3519
C (-0.015, 0.754, 0.061)  0.3647
O (-0.712, 1.755, 0.776)  -0.5463
C (0.304, -0.482, 0.945)  -0.4125
C (1.669, -0.960, 0.520)  -0.3957
O (1.582, -1.949, -0.331)  -0.2336
H (-1.872, 0.074, -0.789)  0.3638
H (-0.430, -0.446, -1.695)  0.3102
H (-0.992, 1.235, -1.805)  0.3334
H (-0.098, 2.140, 1.414)  0.3478
H (0.339, -0.168, 1.994)  0.2877
H (-0.498, -1.240, 0.846)  0.3399
H (0.942, 1.157, -0.307)  0.2935
H (0.658, -2.250, -0.497)  0.2990

Calculated values
Frontier orbital gap ... 9.546 eV
M ... 88.1 u
Spin multiplicity ... 1
Charge ... 0

---

b | The following is a quantum chemistry calculation of an isolated molecule of C4H8O2, from the Open Molecules 2025 dataset.

Each line ends with the Mulliken charge.
Element x y z (Å)
C (1.733, -0.626, -0.206)  -0.7728
O (0.991, 0.289, -0.978)  -0.3910
C (0.192, 1.203, -0.281)  -0.2813
C (-1.199, 0.722, 0.133)  0.5455
C (-1.481, -0.757, 0.286)  -0.8612
O (-2.045, 1.555, 0.374)  -0.5652
H (1.382, -1.645, -0.402)  0.2573
H (2.792, -0.559, -0.479)  0.2462
H (1.636, -0.429, 0.870)  0.3836
H (0.680, 1.541, 0.648)  0.3019
H (0.057, 2.081, -0.921)  0.3243
H (-2.117, -0.894, 1.163)  0.3211
H (-0.580, -1.366, 0.378)  0.2386
H (-2.041, -1.114, -0.584)  0.2529

Calculated values
SMILES string ... COCC(C)=O
Frontier orbital gap ... 10.311 eV
M ... 88.1 u
Spin multiplicity ... 1
Charge ... 0

---

Energetically preferred structure: b | next structure: +1.922 eV